No. 1
This record from the OMol25 dataset describes a 2-piece molecular cluster, C4H8N2O2 overall at a distorted geometry. The level of theory is ωB97M-V/def2-TZVPD.

Charge: 0
F_max, hartree/bohr: 0.067
Gap between HOMO and LUMO, Ha: 0.339
DFT total energy, eV: -11350.4695
LUMO energy, eV: 0.74
Relative energy (zero: lowest compared OMol25 entry of this formula, charge and spin), kJ/mol: 351.5

Each line ends with the Mulliken charge.
Atoms and positions in Å:
C (-1.817, -2.822, -0.124)  0.76
C (-0.556, -0.498, 0.716)  -0.57
C (1.354, -0.359, -0.603)  -0.83
C (0.144, 1.756, -0.078)  -0.89
N (-2.782, -2.201, 0.227)  -0.66
N (0.285, 0.272, 0.115)  0.37
O (-1.033, -3.610, -0.517)  -0.44
O (-1.628, 0.136, 1.245)  -0.52
H (1.188, -1.380, -0.588)  0.33
H (1.485, 0.131, -1.583)  0.33
H (2.377, -0.263, -0.078)  0.26
H (0.883, 1.843, -0.880)  0.33
H (-0.791, 1.916, -0.548)  0.36
H (0.382, 2.363, 0.757)  0.29
H (-2.168, -0.635, 1.559)  0.49
H (-3.028, -1.162, 0.205)  0.37



No. 2
This record from the OMol25 dataset describes a 12-piece molecular cluster, C17H52NO13S overall at a distorted geometry. The level of theory is ωB97M-V/def2-TZVPD.

Charge: +1
F_max, hartree/bohr: 0.056
Gap between HOMO and LUMO, Ha: 0.306
DFT total energy, eV: -57405.4274
LUMO energy, eV: -4.19
Relative energy (zero: lowest compared OMol25 entry of this formula, charge and spin), kJ/mol: 0.0

Each line ends with the Mulliken charge.
Atoms and positions in Å:
C (-3.321, -0.116, 4.685)  -0.47
C (-2.230, 0.328, 4.412)  0.13
C (-0.934, 0.586, 3.791)  -0.84
C (-0.337, -0.628, 3.047)  -0.58
C (-1.351, -1.525, 2.320)  -0.89
N (-1.706, -0.949, 1.009)  0.54
C (-2.247, 0.195, 0.817)  -0.03
C (-2.405, 0.457, -0.686)  -1.17
C (-1.117, -0.345, -1.115)  -0.02
C (-0.798, -0.502, -2.594)  -0.89
C (0.495, 0.208, -3.054)  -1.36
C (0.870, 1.447, -2.227)  0.36
C (1.961, 2.314, -2.844)  -0.74
C (2.288, 3.497, -1.908)  -0.44
C (1.108, 4.504, -1.841)  -0.68
C (0.208, 4.327, -0.603)  -0.49
C (-1.487, -1.612, -0.301)  0.18
C (-2.719, -2.433, -0.835)  -1.34
S (-4.133, -2.482, 0.271)  1.14
O (-4.833, -3.686, -0.023)  -0.68
O (-4.950, -1.326, 0.066)  -0.55
H (-4.203, -0.608, 5.009)  0.41
H (-0.225, 0.888, 4.576)  0.37
H (-0.986, 1.447, 3.120)  0.45
H (0.322, -1.209, 3.690)  0.41
H (0.322, -0.216, 2.274)  0.34
H (-0.832, -2.460, 2.100)  0.29
H (-2.224, -1.791, 2.916)  0.42
H (-2.536, 0.919, 1.569)  0.54
H (-2.235, 1.524, -0.834)  0.24
H (-3.339, 0.085, -1.099)  0.51
H (-0.374, 0.111, -0.461)  0.18
H (-1.661, -0.236, -3.208)  0.53
H (-0.650, -1.576, -2.772)  0.24
H (1.349, -0.471, -3.093)  0.37
H (0.332, 0.533, -4.087)  0.37
H (1.268, 1.080, -1.268)  0.19
H (-0.044, 1.997, -1.976)  -0.12
H (1.612, 2.731, -3.792)  0.41
H (2.870, 1.714, -2.917)  0.17
H (2.566, 3.149, -0.902)  0.20
H (3.174, 3.995, -2.310)  0.42
H (1.467, 5.531, -1.877)  0.40
H (0.493, 4.314, -2.727)  0.32
H (-0.579, 3.576, -0.734)  -0.07
H (-0.321, 5.272, -0.439)  0.43
H (0.756, 4.076, 0.307)  0.06
H (-0.722, -2.388, -0.231)  0.81
H (-3.065, -1.929, -1.742)  0.51
H (-2.433, -3.440, -1.136)  0.46
H (-3.712, -2.551, 1.569)  0.05
O (3.232, 3.580, 1.380)  -0.52
H (4.133, 3.381, 1.669)  0.28
H (2.806, 3.939, 2.166)  0.26
O (-2.227, -5.864, -2.407)  -0.65
H (-2.489, -6.082, -3.311)  0.34
H (-3.061, -5.673, -1.962)  0.32
O (5.641, 1.879, 1.606)  -0.61
H (6.481, 1.419, 1.519)  0.27
H (4.981, 1.182, 1.488)  0.32
O (4.755, -0.840, 0.667)  -0.62
H (5.599, -1.300, 0.582)  0.32
H (4.097, -1.533, 0.552)  0.28
O (-0.753, -1.709, 6.997)  -0.66
H (-1.242, -1.527, 6.187)  0.31
H (-1.408, -1.608, 7.696)  0.33
O (4.328, 0.117, -2.514)  -0.61
H (5.168, 0.478, -2.816)  0.30
H (4.515, -0.198, -1.621)  0.30
O (-2.353, -4.614, -4.834)  -0.64
H (-2.033, -4.022, -4.147)  0.31
H (-1.711, -4.525, -5.553)  0.35
O (1.702, 0.234, 6.067)  -0.64
H (2.334, -0.492, 6.066)  0.32
H (0.941, -0.122, 6.548)  0.34
O (-1.804, -5.441, -7.425)  -0.67
H (-2.734, -5.689, -7.464)  0.33
H (-1.339, -6.280, -7.344)  0.33
O (-5.506, 1.123, 2.895)  -0.60
H (-4.689, 0.615, 2.896)  0.22
H (-6.198, 0.464, 2.764)  0.32
O (6.867, 4.074, -0.388)  -0.62
H (6.567, 3.697, 0.447)  0.30
H (6.650, 5.008, -0.318)  0.31



No. 3
This record from the OMol25 dataset describes a 11-piece molecular cluster, C24H40F18O17 overall at a distorted geometry. The level of theory is ωB97M-V/def2-TZVPD.

Charge: 0
SMILES string: CCOC(=O)C(F)(F)F.CCOC(=O)C(F)(F)F.CCOC(=O)C(F)(F)F.CCOC(=O)C(F)(F)F.CCOC(=O)C(F)(F)F.CCOC(=O)C(F)(F)F.O.O.O.O.O
F_max, hartree/bohr: 0.075
Gap between HOMO and LUMO, Ha: 0.413
DFT total energy, eV: -109260.5380
LUMO energy, eV: 0.23

Each line ends with the Mulliken charge.
Atoms and positions in Å:
C (13.355, 23.919, 20.356)  -1.09
C (12.524, 23.969, 19.111)  -0.18
O (12.787, 22.660, 18.416)  -0.26
C (13.375, 22.805, 17.255)  0.38
O (13.704, 23.831, 16.675)  -0.62
C (13.898, 21.432, 16.711)  0.92
F (13.063, 20.400, 16.952)  -0.27
F (14.227, 21.432, 15.405)  -0.19
F (15.081, 21.185, 17.344)  -0.28
H (13.076, 24.715, 20.997)  0.44
H (14.422, 24.126, 20.089)  0.30
H (13.333, 22.978, 20.946)  0.24
H (12.891, 24.662, 18.342)  0.26
H (11.504, 23.988, 19.356)  0.32
C (14.993, 25.276, 13.856)  -1.22
C (15.109, 24.472, 12.588)  0.28
O (13.907, 24.501, 11.840)  -0.30
C (14.024, 24.204, 10.579)  0.38
O (14.995, 23.981, 9.965)  -0.47
C (12.708, 24.631, 9.814)  0.86
F (11.527, 24.266, 10.402)  -0.27
F (12.536, 25.955, 9.633)  -0.25
F (12.715, 24.050, 8.640)  -0.23
H (15.899, 25.161, 14.440)  0.38
H (14.178, 24.935, 14.501)  0.26
H (14.869, 26.335, 13.602)  0.35
H (15.267, 23.385, 12.757)  0.04
H (16.009, 24.730, 12.018)  0.24
C (17.449, 12.720, 12.481)  -0.82
C (18.740, 12.729, 13.329)  -0.05
O (18.846, 11.533, 14.087)  -0.29
C (19.832, 10.707, 13.719)  0.32
O (20.644, 10.861, 12.828)  -0.54
C (19.695, 9.479, 14.642)  0.91
F (19.546, 9.882, 15.911)  -0.24
F (18.719, 8.645, 14.309)  -0.23
F (20.856, 8.730, 14.582)  -0.26
H (17.609, 12.180, 11.541)  0.35
H (17.231, 13.797, 12.192)  -0.20
H (16.579, 12.464, 12.982)  0.48
H (18.647, 13.509, 14.041)  0.26
H (19.578, 12.841, 12.654)  0.32
C (18.683, 14.777, 9.429)  -1.15
C (18.952, 16.256, 9.417)  0.49
O (17.703, 16.931, 9.048)  -0.27
C (17.754, 18.231, 9.157)  0.29
O (18.614, 18.962, 9.501)  -0.52
C (16.476, 18.843, 8.489)  0.83
F (15.411, 18.038, 8.335)  -0.25
F (15.988, 19.975, 9.150)  -0.22
F (16.901, 19.192, 7.275)  -0.24
H (18.010, 14.608, 10.228)  0.03
H (19.584, 14.265, 9.570)  0.45
H (18.160, 14.390, 8.568)  0.35
H (19.764, 16.497, 8.708)  0.38
H (19.267, 16.728, 10.436)  -0.38
C (13.585, 17.448, 20.775)  -1.23
C (12.800, 17.928, 19.561)  0.06
O (11.700, 18.790, 20.047)  -0.31
C (10.813, 18.956, 19.114)  0.47
O (10.861, 18.504, 17.990)  -0.57
C (9.662, 19.886, 19.589)  0.87
F (8.882, 20.260, 18.619)  -0.23
F (9.047, 19.152, 20.522)  -0.25
F (10.100, 21.042, 20.195)  -0.24
H (14.002, 18.247, 21.439)  0.31
H (14.468, 16.871, 20.435)  0.37
H (12.993, 16.872, 21.478)  0.32
H (12.361, 17.069, 19.007)  0.31
H (13.373, 18.482, 18.789)  0.13
C (17.224, 20.872, 13.936)  -1.28
C (17.373, 19.630, 13.092)  0.56
O (16.267, 18.697, 13.337)  -0.21
C (16.235, 17.574, 12.734)  0.45
O (16.878, 17.316, 11.744)  -0.43
C (15.142, 16.606, 13.306)  0.79
F (13.943, 17.017, 12.791)  -0.27
F (15.449, 15.348, 13.004)  -0.14
F (15.076, 16.746, 14.624)  -0.24
H (17.107, 20.544, 14.994)  0.30
H (16.362, 21.503, 13.675)  -0.04
H (18.070, 21.488, 13.865)  0.56
H (18.315, 19.100, 13.258)  0.05
H (17.274, 20.001, 12.079)  0.01
O (18.053, 23.536, 10.882)  -0.63
H (18.375, 24.244, 10.314)  0.29
H (17.175, 23.364, 10.531)  0.33
O (19.888, 16.151, 13.158)  -0.54
H (20.136, 16.973, 12.684)  0.28
H (20.639, 15.935, 13.696)  0.25
O (19.885, 21.202, 11.079)  -0.58
H (19.449, 20.673, 10.436)  0.35
H (19.396, 22.042, 11.011)  0.33
O (20.874, 18.441, 11.759)  -0.71
H (20.806, 19.374, 12.075)  0.32
H (20.502, 18.497, 10.868)  0.32
O (17.622, 15.660, 14.431)  -0.60
H (17.752, 16.316, 15.110)  0.24
H (18.413, 15.709, 13.857)  0.37



No. 4
This record from the OMol25 dataset describes C22H24N2O9P3PdS3 as an isolated structure. The level of theory is ωB97M-V/def2-TZVPD.

<S²>: 2.0043
Charge: -1
F_max, hartree/bohr: 0.015
Gap between HOMO and LUMO (alpha / beta), Ha: 0.273 / 0.270
DFT total energy, eV: -108472.7500
LUMO energy (alpha / beta), eV: 1.61 / 1.56
2S+1: 3
Relative energy (zero: lowest compared OMol25 entry of this formula, charge and spin), kJ/mol: 0.0

Each line ends with the Mulliken spin population.
Atoms and positions in Å:
Pd (-0.892, 0.110, -0.694)  1.56
O (2.701, -1.567, -1.047)  0.00
P (2.302, -0.047, -1.376)  0.00
O (3.494, 0.811, -1.456)  0.01
O (1.201, 0.367, -0.392)  0.11
O (1.606, -0.130, -2.872)  0.00
P (0.466, -1.259, -3.173)  0.01
O (-0.644, -0.386, -3.982)  0.00
O (0.948, -2.355, -4.031)  0.01
O (-0.119, -1.565, -1.814)  0.10
H (1.884, -2.082, -0.946)  0.00
H (-0.569, -0.620, -4.913)  0.00
O (-1.792, -1.150, 0.714)  0.15
C (-2.655, -2.175, 0.387)  -0.02
C (-3.613, -1.741, -0.711)  0.00
C (-3.299, -1.541, -2.023)  -0.01
C (-4.363, -0.964, -2.769)  0.01
C (-5.467, -0.737, -2.007)  0.00
S (-5.218, -1.216, -0.381)  0.00
C (-3.430, -2.524, 1.662)  0.02
C (-3.353, -1.896, 2.864)  0.00
C (-4.188, -2.480, 3.860)  0.00
C (-4.879, -3.553, 3.394)  0.00
S (-4.515, -3.868, 1.750)  0.00
C (-1.887, -3.423, -0.010)  0.00
C (-0.676, -3.787, 0.482)  0.00
C (-0.233, -5.046, -0.002)  0.00
C (-1.126, -5.622, -0.851)  0.00
S (-2.499, -4.623, -1.085)  0.00
H (-2.340, -1.800, -2.446)  -0.01
H (-4.304, -0.744, -3.824)  0.00
H (-6.419, -0.336, -2.313)  0.00
H (-2.681, -1.070, 3.033)  0.00
H (-4.260, -2.119, 4.875)  0.00
H (-5.576, -4.178, 3.925)  0.00
H (-0.122, -3.144, 1.149)  0.00
H (0.717, -5.493, 0.250)  0.00
H (-1.036, -6.552, -1.384)  0.00
N (-6.760, 4.901, 1.431)  0.00
C (-5.963, 4.159, 1.063)  0.00
C (-4.962, 3.226, 0.600)  0.00
C (-4.459, 2.239, 1.439)  0.00
C (-3.510, 1.363, 0.941)  -0.01
N (-3.030, 1.436, -0.303)  0.02
C (-3.513, 2.389, -1.100)  0.00
C (-4.480, 3.295, -0.705)  0.00
H (-4.817, 2.148, 2.455)  0.00
H (-3.110, 0.544, 1.529)  0.01
H (-3.092, 2.424, -2.100)  0.00
H (-4.855, 4.043, -1.389)  0.00
C (-0.514, 4.581, 0.621)  0.00
P (0.293, 3.020, 0.165)  0.01
C (1.937, 3.494, -0.370)  0.00
C (0.391, 2.163, 1.751)  -0.01
O (-0.539, 2.334, -0.884)  0.03
H (0.046, 5.129, 1.375)  0.00
H (-1.507, 4.342, 1.008)  0.00
H (-0.626, 5.196, -0.271)  0.00
H (2.539, 3.786, 0.489)  0.00
H (1.848, 4.343, -1.047)  0.00
H (2.429, 2.656, -0.872)  0.00
H (-0.554, 2.312, 2.275)  0.00
H (1.202, 2.581, 2.347)  0.00
H (0.576, 1.103, 1.574)  0.00